A structure of composition C3H14N2O in a non-equilibrium geometry. Source: the Open Molecules 2025 dataset; level of theory: the ωB97M-V functional and the def2-TZVPD basis.

Output
Charge: +2
Orbital gap, eV: 12.550
Max |F|, eV/Å: 6.20
Energy relative to the best compared isomer or geometry (same formula, charge and spin), kJ/mol: 161.2
HOMO level, eV: -20.43

Cartesian coordinates (Å):
C -1.448 -0.718 -0.051
C -0.813 0.391 -0.931
C 0.426 0.866 -0.215
N 1.109 2.017 -1.525
N -0.430 -1.805 0.385
H -1.748 -0.356 0.932
H -2.216 -1.291 -0.556
H -0.662 -0.063 -1.909
H -1.688 1.046 -0.882
H 1.206 0.151 -0.448
H 0.428 1.718 0.450
H 2.067 2.174 -1.214
H 0.637 2.917 -1.397
H 1.055 1.887 -2.538
H -0.983 -2.611 0.684
H 0.175 -2.092 -0.385
H 0.196 -1.567 1.256
H 1.620 -0.816 2.506
H 0.415 -1.089 3.361
O 0.651 -0.757 2.478